No. 1
45
Properties=species:S:1:pos:R:3:forces:R:3 method="wB97M-V/def2-TZVPD" total_energy_ev=-45860.26332 lumo_energy_ev="-6.186 / -9.456" charge=+2 multiplicity=5 e_above_lowest_kcal_mol=0.0
Pd 0.42718 -0.30080 -1.80455 0.6 0.1 1.1
Cl 1.31629 -0.77795 -3.90368 0.5 -0.3 -1.2
S 1.89194 -1.37057 2.51682 0.6 -1.0 0.2
O 1.86121 -0.74432 1.14751 -0.3 0.3 -0.2
C 1.15151 1.54951 0.43852 0.7 0.4 0.2
C -0.14267 1.89480 0.88578 -0.6 0.0 -0.8
C 2.46156 -2.73568 -5.84364 -0.3 -0.2 1.2
C 0.54464 -0.71927 3.50624 -0.1 -0.1 0.4
C -0.97742 2.05780 -0.25913 0.0 0.0 0.4
C -0.58703 -2.13808 0.31120 -0.7 0.0 0.3
C 0.92857 -1.02763 -6.83927 -0.8 0.4 0.8
C -1.58964 -1.04714 -1.51720 0.7 -1.5 -0.1
C -0.55798 -2.03926 -1.12923 -1.5 0.1 -0.6
C 2.06413 -1.28687 -5.88919 0.9 -0.6 -2.4
C 3.30582 -0.66243 3.38902 -0.5 0.1 -0.3
C -0.20780 1.86016 -1.44239 1.1 0.4 0.3
C -2.20842 -0.62518 -0.29811 -0.2 -0.1 0.8
C 3.23241 -0.36444 -6.10296 -0.1 0.6 1.1
C 1.17149 1.51756 -1.01045 -0.9 1.2 -0.1
C -1.62055 -1.30356 0.80158 0.3 0.1 -0.8
H -0.17638 -1.54220 3.64751 0.2 0.5 0.0
H 1.28405 -1.25076 -7.86550 0.0 0.1 0.6
H -0.44667 2.05692 1.92808 0.2 -0.1 -0.6
H 2.07216 1.60356 -1.62739 -0.3 0.1 0.3
H 0.96582 -0.42181 4.47447 -0.4 0.0 -0.2
H 2.85806 -3.01082 -6.84218 -0.2 0.3 0.4
H 2.04045 1.48966 1.07494 -0.5 0.1 -0.5
H 3.09798 0.40300 3.52428 0.3 -0.1 0.1
H 0.07964 0.12550 2.99027 0.2 -0.1 0.2
H -3.03159 0.09222 -0.23068 0.3 -0.4 0.0
H -2.04760 2.30469 -0.23300 0.7 0.0 0.0
H -1.92431 -1.20287 1.84311 0.1 0.0 -0.4
H -0.09338 -2.75652 -1.80859 -0.2 0.1 0.3
H 3.24923 -2.90184 -5.09241 -0.2 -0.1 -0.4
H 0.61635 0.02703 -6.79289 0.0 -0.4 -0.2
H 1.59165 -3.37359 -5.62153 0.4 0.1 -0.2
H 4.15440 -0.82773 2.72001 0.0 0.0 0.3
H 4.01059 -0.54841 -5.34547 -0.2 0.1 -0.4
H 0.07279 -1.68217 -6.61131 0.3 0.3 -0.2
H -0.52611 2.06741 -2.47261 0.2 0.1 0.6
H -1.95093 -0.86054 -2.53617 -0.1 -0.3 0.6
H -0.00031 -2.84467 0.90663 -0.2 0.4 -0.4
H 2.90495 0.68603 -6.05614 0.3 -0.3 -0.1
H 3.65278 -0.56712 -7.10761 -0.3 0.0 0.4
H 3.42852 -1.18825 4.34528 0.0 0.2 -0.3



No. 2
147
Properties=species:S:1:pos:R:3:forces:R:3 method="wB97M-V/def2-TZVPD" total_energy_ev=-1955643.16693 lumo_energy_ev=-3.558 charge=+1
I 1.44700 -1.72935 1.20127 0.2 -0.3 0.3
Br 7.80596 -0.83463 -10.11238 0.1 -0.1 0.0
Br -7.33999 1.88620 -4.01282 0.0 0.1 0.0
Br -1.74781 0.15423 -6.35393 5.0 0.3 -3.6
Br -5.29667 -0.13399 3.13714 -0.5 -0.2 0.1
Br -8.96914 -1.75242 1.33246 0.1 0.1 0.0
Br 8.76686 3.52818 -1.14139 0.1 0.0 0.1
Br 3.39551 -0.80388 -5.06965 -0.1 0.0 0.1
Br -0.15823 1.98050 -9.18070 0.0 0.0 0.1
Br -9.08322 -2.73131 4.88405 0.0 0.1 0.0
Br 4.34179 -1.93771 -10.59136 0.0 0.0 0.0
Br 4.81517 1.04766 -7.90181 0.0 0.1 0.0
Br -9.32877 1.50425 5.21808 -0.3 -0.1 0.0
Br -7.90643 2.53607 8.46922 0.0 0.0 0.0
Br 10.32252 4.33335 -4.36184 -0.1 0.0 0.0
Br -0.30735 -0.00671 -2.94141 0.0 0.0 0.1
Br -5.48987 -5.51935 9.17797 0.0 -0.1 0.0
Br 6.50065 0.77946 -0.62755 -0.1 -0.1 -0.1
Br -4.09477 -6.88671 6.05073 0.0 0.1 0.0
Br -4.72151 3.08274 4.81960 0.0 0.0 -0.1
Br 5.68490 -0.75635 4.93732 0.5 -0.3 0.1
Br 7.48743 1.54419 2.77301 -0.1 0.1 0.0
Br -8.58157 0.83433 -7.30297 0.0 -0.1 0.1
Br -3.52559 1.10021 -4.75489 -2.4 -0.5 1.2
Br -5.08698 -1.97580 -3.41153 -0.1 0.0 0.0
Br -0.62373 2.53765 5.51609 -0.1 0.1 0.3
Br 6.37496 1.93767 -4.09788 0.1 0.1 0.0
Br -0.18394 -3.12175 -4.89772 0.1 0.0 -0.1
F -2.35556 -2.69518 6.01611 -0.1 0.0 -0.1
F -1.40286 -3.02929 4.10825 0.1 -0.3 -0.1
F -0.42653 -3.65424 5.94887 0.1 -0.1 -0.1
O -0.63851 -1.47192 5.46235 -0.3 -0.2 0.6
O 4.32250 3.17122 4.78104 -0.8 -0.6 -1.6
N 2.65203 -0.24801 4.81308 -0.8 0.1 1.0
C 0.66776 0.46188 3.90764 -1.3 1.1 1.3
C -0.68812 -0.52603 -7.89421 0.1 0.0 0.6
C -8.50287 2.82860 -5.25107 0.0 0.0 0.2
C 2.22129 2.59631 3.82031 0.0 -0.7 0.1
C 0.75986 -1.40637 5.63028 0.0 0.3 -0.4
C 2.96050 0.36942 3.75788 -0.3 -0.1 -0.6
C 7.01140 -0.15008 -2.27315 0.1 -0.1 0.1
C -1.00649 -1.77144 -2.51623 0.1 0.2 0.1
C -2.18669 0.66642 2.18118 0.0 0.6 0.0
C 5.48538 -0.53759 -7.00874 0.0 0.0 -0.3
C 7.60717 -0.41918 4.83388 0.1 0.1 0.3
C -1.33639 1.71795 2.89504 -0.5 -0.1 0.0
C -5.36136 -1.14140 -5.15186 0.2 -0.1 0.1
C 6.88276 -1.30899 -11.75327 0.1 0.2 0.1
C 7.68198 0.77973 -3.24440 -0.2 0.0 -0.2
C 10.14267 5.43245 -2.76889 0.2 -0.1 -0.2
C 0.45699 0.38825 -8.24320 0.0 0.0 -0.2
C 4.36603 -1.46137 -6.62382 0.0 -0.1 0.3
C 7.85973 1.04654 4.60907 0.0 0.1 -0.2
C 1.86956 1.25956 1.69966 0.3 -0.4 0.5
C -8.74084 -3.81539 3.30604 0.1 0.0 0.2
C -7.91573 -3.07365 2.29092 -0.1 0.0 -0.2
C -0.67671 1.15295 4.13119 0.4 0.6 -0.6
C 5.45889 -0.82265 -11.73171 -0.1 -0.2 -0.1
C -3.29937 -5.67205 7.34387 0.1 -0.2 -0.1
C -5.12386 0.25849 5.03572 -0.1 -0.2 -0.1
C -4.05809 -0.62347 -5.70584 -1.2 -0.6 1.4
C 3.70932 2.83134 3.77563 1.1 0.8 1.6
C -9.46266 1.88706 -5.92419 0.0 0.0 -0.3
C 10.33308 4.61983 -1.51829 -0.2 0.1 0.2
C 1.83427 1.20047 3.23660 0.8 -0.4 -0.5
C -9.94558 2.85212 6.47729 0.1 0.0 -0.2
C -0.07373 -2.85634 -2.97911 -0.2 -0.2 -0.1
C 1.23751 -0.02203 5.21705 0.8 -1.2 -0.1
C 2.49007 0.46037 -0.54390 0.0 0.2 0.7
C -5.79044 1.55401 5.38913 0.2 0.2 0.1
C -8.80031 3.59924 7.10536 0.0 0.0 0.2
C -1.18989 -2.71893 5.38362 -0.2 0.6 0.2
C -3.66755 -6.04050 8.75503 -0.1 0.2 0.1
C 2.51956 0.11681 0.95713 -0.6 0.3 -1.2
H 5.01831 -0.89236 -12.72236 0.0 0.0 0.0
H 3.93230 0.30075 3.32856 0.7 -0.1 -0.1
H 7.99752 -1.05419 4.04796 -0.1 0.0 -0.1
H 3.22612 -0.86393 5.36777 0.6 0.1 0.0
H -6.11491 -0.37400 -5.01973 0.0 0.0 0.0
H 2.45075 2.12489 1.42682 0.2 0.5 -0.2
H 1.22715 -2.10292 4.95232 0.2 -0.5 -0.2
H 10.45003 5.26764 -0.65374 0.0 0.1 0.0
H 3.48737 0.51984 -0.92069 0.7 -0.1 -0.4
H -7.86048 3.34614 -5.95372 0.0 0.0 -0.1
H 1.90213 -0.22566 -1.11096 -0.2 -0.4 -0.5
H 6.10444 -0.59133 -2.67503 0.0 0.0 0.0
H -7.54944 -3.75749 1.52871 0.0 0.0 0.0
H -4.17302 -0.36771 -6.74897 -0.1 0.2 -0.1
H -1.38437 -0.66242 -8.71574 0.0 0.0 0.0
H -9.04136 3.55540 -4.64891 -0.1 0.0 0.0
H -2.08301 -0.30735 2.62864 0.2 -0.6 -0.1
H -2.22580 -5.76163 7.19541 0.0 0.0 0.1
H 3.55531 -0.01261 1.20520 0.4 -0.5 0.6
H -5.60597 -0.57191 5.54569 -0.1 0.0 0.0
H -1.99254 -1.83926 -2.96661 0.0 0.0 0.0
H 8.41906 1.42116 -2.77861 0.1 0.0 0.0
H 7.68789 -0.93916 -1.95535 0.1 0.0 0.0
H -0.30271 -1.49677 -7.58179 0.0 0.0 0.0
H 6.14060 -1.02220 -7.72930 0.0 0.0 0.0
H -8.04267 3.88793 6.38501 0.0 0.0 -0.1
H 1.07818 -1.59913 6.64296 -0.1 -0.3 0.5
H -4.06235 0.25520 5.26475 0.0 0.0 0.0
H -3.22111 0.93927 2.33739 0.0 0.0 -0.2
H -3.59075 -7.10492 8.94303 0.0 -0.1 0.0
H -9.91357 1.18480 -5.23304 0.0 0.0 0.1
H 2.05729 1.43926 -0.67056 -0.3 0.4 -0.2
H 8.15066 0.21609 -4.04764 0.0 -0.1 0.0
H -9.16302 4.48254 7.62356 0.0 0.0 0.0
H 8.01117 -0.73992 5.79011 -0.1 0.0 0.1
H 1.70046 3.36243 3.27337 -0.3 0.4 -0.1
H -9.70628 -4.12091 2.92047 0.0 0.0 -0.1
H 6.06604 -0.19560 -6.15847 0.0 0.0 0.1
H 10.91616 6.19130 -2.84952 0.0 0.0 0.0
H -8.20298 -4.68754 3.66832 0.0 0.0 0.0
H -3.20315 -1.33618 -5.59013 -1.4 0.6 0.3
H 7.44097 -0.82649 -12.55078 0.0 0.1 0.0
H 9.16710 5.90150 -2.81828 -0.1 0.0 0.0
H 1.15012 -0.09383 -8.92947 0.0 0.0 0.0
H -2.02883 2.45944 3.24229 -0.3 0.6 0.1
H 8.90756 1.28333 4.77132 0.1 -0.1 0.0
H -0.66824 2.23553 2.23257 0.5 0.2 -0.2
H -6.76752 1.65935 4.93116 0.1 0.0 0.0
H 0.38981 -0.46889 3.43944 0.2 -0.1 -1.1
H -3.04353 -5.50010 9.46193 0.1 0.0 0.0
H -3.61938 -4.67358 7.07360 -0.1 0.1 0.1
H -1.33698 0.40238 4.50412 -0.4 -0.2 0.6
H -2.01483 0.63406 1.11830 0.2 -0.2 -0.4
H 4.75517 -2.43304 -6.33122 0.0 0.0 0.0
H -5.88448 1.65407 6.46704 0.0 0.0 0.0
H 0.89069 1.40646 1.28245 -0.5 0.1 0.0
H 5.36779 0.19311 -11.36373 0.0 0.0 0.1
H -7.08005 -2.54467 2.73570 0.0 0.0 0.1
H 11.17912 3.94579 -1.58107 0.0 0.0 0.0
H 3.63688 -1.59019 -7.41523 0.0 0.0 -0.1
H -10.56072 3.52941 5.89135 0.0 0.1 0.0
H 7.24512 1.67824 5.24099 0.0 0.0 0.1
H -10.56477 2.33998 7.20426 0.0 0.0 0.1
H 1.97394 2.61850 4.86151 -0.3 0.4 0.5
H -0.35464 -3.81251 -2.54317 0.0 0.0 0.0
H 4.26112 2.65716 2.83997 0.0 0.1 -0.2
H 0.96411 -2.64546 -2.74953 0.1 0.1 0.0
H 6.95709 -2.38460 -11.85991 0.0 -0.1 0.0
H 0.99834 0.72971 -7.36744 0.0 0.0 0.1
H -1.10397 -1.78754 -1.43339 0.0 -0.1 0.0
H -10.24201 2.44224 -6.43887 0.0 0.0 0.0
H 1.22072 0.66694 6.04035 -0.1 0.5 0.3
H -5.75243 -1.92548 -5.79588 0.0 0.0 0.0



No. 3
11
Properties=species:S:1:pos:R:3:forces:R:3 method="wB97M-V/def2-TZVPD" total_energy_ev=-19258.48494 lumo_energy_ev=0.772 smiles=N#C[C@]12C[C@H]1[C@@H]2Cl e_above_lowest_kcal_mol=55.1
Cl 2.99970 1.39542 -0.00911 -0.5 -0.4 0.4
N 2.29446 -3.20732 0.01702 -0.4 0.6 -0.1
C 0.59584 0.27616 -0.68521 0.7 -0.1 -1.1
C 0.95375 -1.02078 0.04951 0.3 3.8 0.8
C -0.43502 -0.48263 0.11312 -0.9 -1.3 -0.8
C 1.43031 0.72426 0.39606 1.8 -2.7 -2.4
C 1.69749 -2.21595 -0.01024 0.2 0.0 0.0
H -1.08093 -1.02878 -0.56082 -0.4 -0.1 0.1
H 0.81105 0.60254 -1.77658 -1.1 -0.8 2.0
H -0.97773 -0.18658 1.05720 1.0 0.2 -1.0
H 1.01037 0.97244 1.29513 -0.6 0.9 2.2